Record 1
Here is a 5-piece molecular cluster, C23H37N4P overall in a non-equilibrium geometry from the OMol25 dataset. Energies are from ωB97M-V/def2-TZVPD.

Structure (XYZ):
```
65
C23H37N4P | the OMol25 dataset | ωB97M-V/def2-TZVPD
P 1.13 1.69 -1.30
N 2.36 -1.32 1.18
N -1.39 2.16 4.34
N -3.37 1.73 -1.65
N 4.09 4.71 1.39
C 2.56 -4.56 2.48
C -4.08 3.09 -3.77
C -3.55 1.27 -5.48
C 1.05 -4.67 2.58
C 2.78 1.36 2.81
C -0.38 0.66 -1.90
C -4.62 2.19 -4.89
C 4.83 2.86 3.09
C -0.26 -2.07 -1.46
C -3.93 1.90 1.43
C 0.40 -3.44 -1.81
C 2.68 -2.14 1.92
C 0.22 -0.82 -2.23
C -2.16 1.41 3.92
C -3.15 0.46 3.39
C -3.31 0.57 1.88
C 3.09 -3.18 2.87
C 1.97 -2.21 -3.71
C 4.30 1.48 2.71
C 1.51 -3.48 -2.91
C -3.69 2.33 -2.59
C 1.33 -0.84 -3.35
C 4.42 3.90 2.14
H -4.87 3.80 -3.49
H -3.18 0.56 -4.74
H -1.06 -1.93 -0.65
H 2.88 -4.81 1.47
H 4.19 -3.21 2.90
H 2.77 -2.26 -4.53
H -3.24 3.68 -4.14
H -4.90 2.05 1.91
H 1.76 2.11 -2.54
H -0.83 1.08 -2.86
H 2.08 0.72 -0.78
H -4.07 1.90 0.35
H 3.01 -5.30 3.15
H 1.67 0.10 -3.90
H -1.20 0.58 -1.11
H 2.29 2.03 2.10
H -2.34 0.44 1.38
H -3.97 0.70 -6.31
H 4.62 1.22 1.70
H 2.47 0.34 2.59
H 4.49 3.13 4.10
H 0.06 -4.36 -1.21
H -5.45 1.58 -4.52
H 4.75 0.74 3.39
H 5.92 2.83 3.13
H -5.01 2.82 -5.69
H 0.70 -4.42 3.59
H -3.28 2.74 1.68
H -2.82 -0.55 3.64
H -2.70 1.85 -5.86
H 0.73 -5.69 2.35
H 2.76 -2.92 3.88
H 1.98 -4.50 -3.14
H -4.11 0.62 3.88
H 0.55 -4.00 1.87
H 2.44 1.61 3.82
H -3.96 -0.24 1.53
```

For the HOMO energy, the calculation gives -7.65 eV. The spin multiplicity is 1. For the HOMO-LUMO gap, the calculation gives 8.26 eV.

The Löwdin scheme yields these atomic charges, measured in e: 0.75, 0.18, 0.14, 0.17, 0.14, -0.26, -0.18, -0.11, -0.11, -0.12, -0.46, -0.27, -0.20, -0.05, -0.12, -0.08, -0.20, -0.25, -0.23, -0.20, -0.27, -0.18, -0.08, -0.27, -0.09, -0.18, -0.07, -0.24, 0.12, 0.07, 0.09, 0.11, 0.12, 0.09, 0.12, 0.07, -0.12, 0.06, -0.11, 0.01, 0.11, 0.08, 0.03, 0.07, 0.10, 0.07, 0.11, 0.01, 0.12, 0.08, 0.11, 0.10, 0.11, 0.11, 0.08, 0.08, 0.11, 0.08, 0.07, 0.12, 0.08, 0.12, 0.07, 0.08, 0.11


Record 2
Here is C23H37O3Pd as an isolated structure in a non-equilibrium geometry from the OMol25 dataset. Energies are from ωB97M-V/def2-TZVPD.

Structure (XYZ):
```
64
C23H37O3Pd | the OMol25 dataset | ωB97M-V/def2-TZVPD
Pd 0.49 -1.54 0.60
O -0.17 -0.97 2.41
O -1.26 2.93 -0.35
O 0.65 1.83 -2.06
C -0.51 0.72 -3.59
C -0.35 -0.82 4.68
C -2.37 2.90 0.57
C -1.63 3.87 -1.42
C 2.19 -0.64 1.86
C 1.00 1.36 -3.40
C 1.52 2.76 -3.82
C -1.14 -2.88 -0.14
C -1.70 -2.46 3.38
C -2.86 4.73 -1.00
C -3.36 4.03 0.29
C 3.14 -1.67 0.02
C 0.77 -2.81 3.77
C -0.54 1.00 -2.08
C 0.99 -3.72 -0.40
C 3.00 -0.29 -0.26
C 0.70 -2.91 -1.53
C -0.34 -1.82 3.51
C 2.18 0.28 0.75
C -0.62 -2.41 -1.39
C 1.96 0.12 -3.41
C 2.70 -1.90 1.36
C -0.14 -3.73 0.46
H 0.94 -3.45 2.90
H 1.82 2.83 -4.86
H 2.37 3.04 -3.12
H -3.68 4.79 -1.75
H 1.71 1.25 0.75
H 2.74 0.16 -2.63
H -2.51 5.75 -0.77
H 0.73 3.52 -3.61
H 1.90 -4.27 -0.23
H -1.28 1.30 -4.13
H 1.34 -0.77 -3.20
H 1.98 -0.44 2.90
H -4.34 3.58 0.12
H -0.61 -0.33 -3.93
H -3.46 4.68 1.16
H -0.25 -4.30 1.37
H -2.12 -2.69 0.27
H -0.74 4.46 -1.74
H -1.70 -3.20 2.58
H -0.56 -1.35 5.62
H 3.56 0.27 -1.00
H 0.50 -3.47 4.61
H -1.98 -2.97 4.31
H 0.62 -0.32 4.77
H 3.58 -2.41 -0.62
H -0.31 0.18 -1.36
H 2.47 -0.05 -4.37
H 1.35 -2.76 -2.37
H -2.83 1.91 0.40
H -1.39 1.59 -1.74
H -1.18 -1.83 -2.11
H -1.95 3.19 -2.23
H -2.45 -1.70 3.14
H -1.98 2.96 1.59
H 2.83 -2.81 1.91
H 1.70 -2.28 4.04
H -1.10 -0.03 4.52
```

For the HOMO energy (spin up / spin down), the calculation gives -2.54 / -3.08 eV. The spin multiplicity is 3. Its relative energy (zero: lowest compared OMol25 entry of this formula, charge and spin) is 13.2 kcal per mole. As for the charge: -1. The expectation value of S² is 2.0132. For the HOMO-LUMO gap (spin up / spin down), the calculation gives 5.29 / 5.83 eV.

The Löwdin scheme yields these atomic charges, measured in e: 0.93, -0.36, -0.19, -0.16, -0.04, -0.07, -0.19, -0.16, -0.20, -0.42, -0.03, -0.23, -0.06, -0.15, -0.17, -0.20, -0.06, -0.20, -0.19, -0.17, -0.19, -0.76, -0.16, -0.19, -0.02, -0.19, -0.21, 0.05, 0.06, 0.10, 0.11, 0.08, 0.05, 0.10, 0.07, 0.09, 0.09, 0.05, 0.08, 0.10, 0.09, 0.10, 0.08, 0.08, 0.12, 0.05, 0.07, 0.07, 0.08, 0.07, 0.07, 0.08, 0.09, 0.08, 0.08, 0.12, 0.07, 0.07, 0.10, 0.09, 0.12, 0.08, 0.08, 0.08


Record 3
Here is C23H38IN2O7P2PtS as an isolated structure in a non-equilibrium geometry from the OMol25 dataset. Energies are from ωB97M-V/def2-TZVPD.

Structure (XYZ):
```
75
C23H38IN2O7P2PtS | the OMol25 dataset | ωB97M-V/def2-TZVPD
Pt -0.15 -0.44 -0.06
I -3.99 -4.50 -2.41
S -0.27 1.97 -0.69
P 0.71 -1.10 2.68
P 2.69 -1.33 0.17
O -0.02 0.08 2.17
O -2.30 -0.18 -0.95
O 1.79 -2.14 -0.97
O 2.08 0.08 0.13
O -0.24 -2.40 2.77
O 1.04 -0.68 4.19
O 3.92 -2.84 0.48
N -0.74 -2.82 -0.13
N -2.71 1.03 -1.28
C -0.04 -3.89 0.27
C 1.19 -0.58 -2.77
C 1.94 -2.73 5.23
C -2.59 -1.92 2.31
C 3.41 -4.92 -0.64
C -3.67 3.46 -2.16
C -1.53 -2.22 3.37
C 1.75 -2.98 -3.24
C -4.49 2.32 -2.17
C 2.19 -1.82 1.92
C -3.98 1.14 -1.71
C -1.88 2.11 -1.24
C 4.43 -3.80 -0.38
C -1.51 -5.42 -0.84
C -1.81 -3.04 -0.89
C 2.05 -1.78 -2.34
C 3.28 -0.60 5.16
C 5.72 -4.38 0.23
C -1.87 -3.52 4.09
C -0.39 -5.19 -0.06
C 1.88 -1.21 5.21
C -2.39 3.34 -1.68
C -2.23 -4.30 -1.25
H 1.52 0.31 -2.24
H 0.21 -6.02 0.28
H 1.38 -0.86 6.13
H -4.04 4.40 -2.53
H 0.14 -0.79 -2.53
H 2.24 -2.88 2.12
H -5.50 2.36 -2.54
H 1.28 -0.41 -3.84
H 3.24 -5.47 0.28
H 0.74 -3.33 -3.06
H 3.88 -1.05 4.37
H 2.45 -3.09 4.34
H -3.52 -1.63 2.80
H 3.11 -1.51 -2.43
H -2.78 -2.81 1.71
H 4.69 -3.33 -1.35
H 2.47 -4.48 -0.97
H 6.42 -3.58 0.45
H -2.27 -1.11 1.65
H -1.72 4.18 -1.65
H 2.50 -3.05 6.10
H -2.36 -2.16 -1.19
H 3.78 -5.60 -1.41
H -1.82 -6.41 -1.11
H 5.48 -4.89 1.16
H 2.45 -3.79 -3.05
H 0.82 -3.70 0.88
H -2.86 -3.45 4.53
H 0.95 -3.16 5.26
H 1.84 -2.68 -4.28
H -1.15 -3.73 4.88
H 3.78 -0.76 6.11
H 3.20 0.47 4.97
H -1.84 -4.35 3.38
H 6.18 -5.08 -0.46
H -1.48 -1.39 4.08
H -4.55 0.22 -1.68
H 3.04 -1.35 2.43
```

For the HOMO energy (spin up / spin down), the calculation gives -6.31 / -6.33 eV. The spin multiplicity is 2. Its relative energy (zero: lowest compared OMol25 entry of this formula, charge and spin) is 101.0 kcal per mole. The expectation value of S² is 0.7656. For the HOMO-LUMO gap (spin up / spin down), the calculation gives 5.21 / 5.18 eV.

The Löwdin scheme yields these atomic charges, measured in e: 0.75, 0.85, 0.70, 0.51, 0.83, -0.33, -0.27, -0.33, -0.42, -0.22, -0.17, -0.30, 0.02, -0.21, -0.14, -0.08, -0.04, -0.04, -0.06, -0.08, -0.44, -0.03, -0.07, -0.26, -0.03, -0.65, -0.54, -0.12, -0.22, -0.46, -0.04, -0.05, -0.03, -0.04, -0.43, -0.10, -0.68, 0.03, 0.11, 0.15, 0.11, 0.06, 0.06, 0.10, 0.09, 0.08, 0.08, 0.07, 0.07, 0.09, 0.13, 0.07, 0.13, 0.03, 0.07, 0.05, 0.10, 0.09, 0.07, 0.08, 0.10, 0.08, 0.06, 0.08, 0.09, 0.06, 0.08, 0.06, 0.08, 0.09, 0.08, 0.08, 0.14, 0.13, 0.06


Record 4
Here is C23H39Cl6CuO13 as an isolated structure in a non-equilibrium geometry from the OMol25 dataset. Energies are from ωB97M-V/def2-TZVPD.

Structure (XYZ):
```
82
C23H39Cl6CuO13 | the OMol25 dataset | ωB97M-V/def2-TZVPD
Cu 22.91 15.08 6.57
Cl 17.73 12.05 7.79
Cl 24.03 8.03 8.72
Cl 18.54 13.90 1.27
Cl 18.10 11.83 4.02
Cl 16.72 14.64 5.66
Cl 25.68 7.83 5.60
O 20.69 5.76 5.37
O 25.36 13.33 10.01
O 21.19 10.07 3.30
O 18.99 6.99 4.56
O 22.39 8.19 2.65
O 24.21 12.23 1.50
O 25.06 12.10 8.17
O 21.82 13.19 6.26
O 20.34 7.94 5.91
O 21.54 9.58 1.16
O 24.88 10.60 2.62
O 25.00 10.53 0.30
O 24.16 14.28 8.32
C 25.41 11.75 4.66
C 23.58 8.90 7.22
C 23.78 12.57 2.83
C 18.19 14.50 6.61
C 24.83 13.33 8.79
C 17.03 8.22 4.66
C 19.75 12.81 2.03
C 20.09 6.85 5.26
C 24.72 11.08 1.39
C 24.37 11.42 3.65
C 17.82 13.79 7.93
C 22.76 6.27 1.37
C 26.93 10.56 8.38
C 25.76 11.28 9.09
C 19.24 8.80 5.86
C 18.57 8.36 4.52
C 22.95 7.77 1.39
C 23.92 8.11 5.92
C 21.62 11.85 6.64
C 22.02 8.50 0.39
C 19.62 12.78 3.57
C 26.16 12.21 10.23
C 21.70 9.40 2.40
H 20.48 12.32 4.06
H 27.23 9.73 9.02
H 19.01 14.01 6.08
H 18.58 8.75 6.72
H 17.00 14.24 8.50
H 21.17 7.89 0.08
H 20.85 11.71 7.40
H 25.86 10.91 5.20
H 24.16 13.55 3.16
H 24.18 9.82 7.21
H 23.98 8.11 1.33
H 23.60 8.76 5.10
H 26.24 12.33 4.27
H 22.72 8.83 -0.38
H 16.66 9.24 4.59
H 19.62 11.84 1.55
H 18.67 14.05 8.56
H 23.05 5.83 0.42
H 25.00 10.60 9.50
H 18.91 8.76 3.57
H 21.28 11.25 5.80
H 19.49 13.78 4.00
H 22.52 9.14 7.24
H 27.78 11.24 8.30
H 16.57 7.68 3.83
H 27.20 12.52 10.16
H 21.76 5.91 1.61
H 20.77 13.15 1.82
H 16.76 7.67 5.55
H 25.94 11.68 11.15
H 22.70 12.58 2.89
H 24.90 12.35 5.41
H 23.45 11.02 4.08
H 22.56 11.40 6.96
H 23.34 5.74 2.13
H 18.54 15.53 6.76
H 23.51 7.11 6.08
H 26.66 10.17 7.40
H 19.51 9.85 5.71
```

For the HOMO energy (spin up / spin down), the calculation gives -12.35 / -12.35 eV. The spin multiplicity is 2. Its relative energy (zero: lowest compared OMol25 entry of this formula, charge and spin) is 0.0 kcal per mole. As for the charge: +1. The expectation value of S² is 0.7547. For the HOMO-LUMO gap (spin up / spin down), the calculation gives 7.08 / 5.65 eV.

The Löwdin scheme yields these atomic charges, measured in e: 0.70, 0.58, 0.59, 0.57, 0.56, 0.58, 0.55, 0.11, 0.12, 0.08, 0.08, 0.04, 0.12, 0.05, -0.07, 0.07, 0.12, 0.10, 0.11, 0.06, 0.00, -0.63, -0.03, -0.67, -0.41, -0.01, -0.65, -0.59, -0.59, -0.33, -0.69, -0.02, 0.01, -0.33, -0.10, -0.28, -0.29, -0.58, -0.11, -0.04, -0.58, -0.08, -0.53, 0.02, 0.10, 0.02, 0.14, 0.08, 0.15, 0.09, 0.07, 0.14, 0.02, 0.15, 0.05, 0.11, 0.14, 0.06, 0.06, 0.06, 0.09, 0.12, 0.14, 0.09, 0.05, 0.06, 0.09, 0.09, 0.15, 0.10, 0.06, 0.10, 0.15, 0.11, 0.07, 0.12, 0.07, 0.09, 0.07, 0.07, 0.05, 0.08


Record 5
Here is C23H39CoN7O5 as an isolated structure in a non-equilibrium geometry from the OMol25 dataset. Energies are from ωB97M-V/def2-TZVPD.

Structure (XYZ):
```
75
C23H39CoN7O5 | the OMol25 dataset | ωB97M-V/def2-TZVPD
Co 0.33 -0.19 0.33
O -0.37 2.80 2.96
O -1.28 1.19 -0.46
O -2.49 -2.39 6.27
O -2.42 -0.19 6.76
O 0.75 1.54 1.51
N -2.82 1.93 -1.91
N -0.79 3.06 -1.66
N 1.94 0.40 -1.13
N -0.65 -1.41 -1.43
N 1.12 -2.68 0.33
N -0.78 -0.56 2.04
N 2.68 -0.44 1.50
C -0.39 -1.03 -2.82
C 1.08 -0.78 -3.16
C 0.31 3.47 -0.81
C 3.69 0.06 0.58
C -3.27 2.80 -2.98
C -2.31 -1.20 6.08
C 0.60 -3.45 -0.77
C 2.18 -2.63 2.54
C -1.78 -0.91 4.59
C -1.10 3.96 -2.74
C 3.26 -0.16 -0.89
C -2.61 4.16 -2.87
C -0.10 1.74 2.44
C -1.81 -1.95 3.67
C -3.78 0.98 -1.39
C -1.31 -1.72 2.41
C -0.75 -2.85 -1.19
C 2.07 -3.34 1.19
C -0.77 0.44 2.92
C 1.61 0.52 -2.55
C -1.60 2.04 -1.29
C -1.28 0.32 4.21
C 3.11 -1.41 2.50
H -0.61 4.92 -2.55
H -0.76 -1.82 -3.50
H -1.53 -0.99 -1.16
H -3.37 0.56 -0.47
H -2.20 -2.91 3.96
H 2.57 -3.33 3.28
H 1.69 -1.62 -2.82
H 3.26 -1.24 -1.10
H 1.17 -0.72 -4.24
H 3.86 1.13 0.73
H -2.84 4.77 -3.74
H 0.84 1.29 -2.66
H 4.13 -1.75 2.28
H -1.31 -2.49 1.66
H 4.64 -0.46 0.73
H 0.11 4.45 -0.38
H -2.99 4.67 -1.98
H 4.02 0.31 -1.54
H -3.99 0.19 -2.12
H -0.95 -0.12 -3.04
H 1.93 1.33 -0.71
H 1.72 -4.36 1.35
H 1.18 -2.32 2.83
H -4.35 2.90 -2.91
H 3.08 -3.42 0.73
H -0.70 3.56 -3.69
H 0.41 2.77 0.03
H 3.12 -0.96 3.50
H -1.46 -3.01 -0.38
H -3.04 2.34 -3.95
H 0.43 -4.48 -0.43
H 2.23 0.35 1.95
H 1.24 3.51 -1.37
H 2.50 0.84 -3.11
H 1.28 -3.50 -1.64
H -4.71 1.48 -1.14
H -1.28 1.17 4.88
H 1.51 -1.80 0.00
H -1.12 -3.38 -2.08
```

For the HOMO energy (spin up / spin down), the calculation gives -6.95 / -6.96 eV. The spin multiplicity is 4. The expectation value of S² is 3.7562. For the HOMO-LUMO gap (spin up / spin down), the calculation gives 6.78 / 6.77 eV.

The Löwdin scheme yields these atomic charges, measured in e: 0.79, 0.07, -0.02, -0.03, -0.01, -0.15, -0.08, -0.08, -0.09, -0.08, -0.09, 0.02, -0.07, -0.19, -0.15, -0.02, -0.18, -0.16, -0.72, -0.20, -0.16, -0.07, -0.16, -0.19, -0.14, -0.60, 0.00, -0.03, -0.14, -0.18, -0.21, -0.16, -0.19, -0.45, 0.07, -0.19, 0.13, 0.12, 0.09, 0.09, 0.11, 0.12, 0.10, 0.11, 0.12, 0.13, 0.12, 0.10, 0.11, 0.08, 0.12, 0.11, 0.13, 0.13, 0.09, 0.11, 0.10, 0.12, 0.09, 0.12, 0.12, 0.13, 0.05, 0.13, 0.11, 0.13, 0.12, 0.08, 0.09, 0.12, 0.11, 0.10, 0.13, 0.03, 0.12


Record 6
Here is C23H39MnN3O7P2SSi2 as an isolated structure in a non-equilibrium geometry from the OMol25 dataset. Energies are from ωB97M-V/def2-TZVPD.

Structure (XYZ):
```
78
C23H39MnN3O7P2SSi2 | the OMol25 dataset | ωB97M-V/def2-TZVPD
Mn 0.00 -0.99 -0.79
S -2.23 0.73 -0.90
P -0.85 -2.04 -3.42
P 0.19 -3.88 -1.74
Si -0.32 -1.03 1.65
Si -2.58 3.91 -1.53
O -0.35 -2.80 -0.81
O -0.43 -0.77 -2.76
O -1.03 -4.86 -2.03
O 1.44 -4.55 -1.37
O -2.15 -2.69 -3.13
O 0.36 -3.13 -3.19
O -0.67 -1.80 -5.00
N 0.33 1.03 -0.86
N 2.32 -1.46 -1.29
N 4.44 0.06 -5.29
C -3.51 3.43 -3.12
C 5.00 -1.17 -2.08
C 3.33 -1.87 -0.51
C 0.71 -2.45 2.71
C 4.67 -1.70 -0.85
C 0.73 -3.74 1.88
C -0.84 1.68 -1.10
C 0.03 -2.81 4.04
C 2.63 -0.99 -2.49
C -0.87 1.86 2.06
C 0.31 3.72 -1.53
C 2.16 -2.05 3.01
C -3.65 3.62 0.02
C -2.22 5.79 -1.61
C 1.52 3.05 -1.31
C -2.15 -1.75 1.72
C 1.48 1.72 -0.96
C -0.50 0.61 2.86
C -0.89 3.06 -1.41
C -1.59 0.42 3.91
C 0.81 0.93 3.58
C 4.19 -0.36 -4.24
C 3.94 -0.84 -2.95
H -3.93 2.58 0.09
H -2.49 -1.95 2.74
H -3.12 3.89 0.93
H -2.17 -2.69 1.17
H -1.75 1.70 1.46
H 0.33 4.77 -1.76
H 2.38 1.18 -0.70
H 2.46 3.56 -1.40
H 0.08 -1.99 4.74
H 0.54 -3.67 4.49
H -4.56 4.21 -0.02
H -1.60 1.28 4.59
H -1.17 -2.49 -5.44
H 1.28 -4.52 2.41
H -4.48 3.91 -3.15
H 1.80 -0.71 -3.13
H 0.74 1.90 4.07
H 6.02 -1.03 -2.39
H 3.05 -2.34 0.41
H 2.57 -1.43 2.22
H 5.44 -2.00 -0.16
H 1.64 0.96 2.87
H -1.01 -3.09 3.89
H -0.28 -4.10 1.70
H -0.06 2.15 1.40
H -3.15 6.35 -1.61
H 1.03 0.19 4.34
H -1.63 6.13 -0.76
H 1.19 -3.59 0.91
H -2.56 0.36 3.43
H -2.96 3.72 -4.01
H -2.85 -1.07 1.25
H -1.05 2.70 2.74
H -3.67 2.36 -3.16
H 2.78 -2.94 3.12
H 2.22 -1.49 3.94
H -1.69 6.07 -2.52
H -1.42 -0.48 4.49
H -1.72 -4.26 -2.39
```

For the HOMO energy (spin up / spin down), the calculation gives -4.95 / -4.95 eV. The spin multiplicity is 5. Its relative energy (zero: lowest compared OMol25 entry of this formula, charge and spin) is 32.4 kcal per mole. As for the charge: -1. The expectation value of S² is 6.2390. For the HOMO-LUMO gap (spin up / spin down), the calculation gives 6.74 / 6.73 eV.

The Löwdin scheme yields these atomic charges, measured in e: 0.67, 0.71, 0.21, 0.21, 0.83, 0.56, -0.43, -0.37, -0.12, -0.27, -0.28, -0.26, -0.11, -0.10, 0.06, 0.16, -0.18, 0.00, -0.08, -0.62, -0.03, -0.13, -0.77, -0.11, -0.07, -0.13, -0.08, -0.12, -0.20, -0.19, -0.07, -0.22, -0.14, -0.61, -0.25, -0.11, -0.12, -0.19, -0.19, -0.02, 0.01, 0.02, 0.01, 0.02, 0.09, 0.11, 0.09, 0.06, 0.08, 0.02, 0.08, 0.06, 0.08, 0.02, 0.12, 0.08, 0.12, 0.09, 0.04, 0.11, 0.07, 0.07, 0.08, 0.06, 0.02, 0.05, 0.02, 0.03, 0.07, 0.02, -0.01, 0.08, 0.01, 0.08, 0.06, 0.02, 0.06, 0.03